# 1
{"formula": "C30H20Br2HgN5O3", "method": "ωB97M-V/def2-TZVPD", "species": ["Hg", "O", "C", "C", "C", "C", "C", "C", "C", "O", "N", "N", "C", "C", "C", "C", "C", "C", "N", "H", "H", "H", "H", "H", "H", "H", "H", "H", "H", "C", "C", "C", "C", "C", "C", "Br", "C", "C", "Br", "C", "O", "C", "N", "H", "H", "H", "H", "H", "H", "N", "C", "C", "C", "C", "C", "C", "C", "H", "H", "H", "H"], "coordinates": [[-0.0919, 0.1622, 0.3515], [-2.6363, -0.8077, -3.6518], [-1.6405, -0.9393, -4.5476], [-1.9586, -1.3907, -5.8290], [-0.9742, -1.5060, -6.7977], [0.3446, -1.1759, -6.4972], [0.6639, -0.7563, -5.2092], [-0.3045, -0.6456, -4.2164], [0.0345, -0.2528, -2.8086], [-0.9360, 0.2364, -2.0864], [1.2646, -0.4153, -2.4388], [1.5379, -0.0151, -1.1402], [2.8306, -0.0842, -0.8213], [3.4018, 0.2844, 0.4140], [4.8030, 0.1033, 0.6371], [5.3601, 0.4362, 1.8383], [4.5379, 0.9604, 2.8694], [3.1882, 1.1074, 2.5807], [2.6159, 0.8056, 1.4188], [-2.2065, -0.4329, -2.8276], [-2.9904, -1.6505, -6.0414], [-1.2396, -1.8594, -7.7905], [1.1163, -1.2493, -7.2584], [1.6842, -0.5171, -4.9346], [3.4985, -0.4557, -1.5943], [5.4096, -0.3134, -0.1632], [6.4212, 0.2906, 2.0063], [4.9314, 1.2209, 3.8441], [2.5127, 1.4979, 3.3463], [-4.0105, 0.7028, 0.2185], [-3.9489, -0.7570, 0.5895], [-5.1125, -1.5062, 0.8759], [-4.9977, -2.8147, 1.2378], [-3.7231, -3.4195, 1.3221], [-3.4893, -4.7669, 1.6904], [-4.9450, -5.9338, 2.1289], [-2.2169, -5.2605, 1.7580], [-1.1230, -4.4434, 1.4602], [0.6184, -5.1959, 1.5965], [-1.2153, -3.0820, 1.0632], [-0.2060, -2.3723, 0.7960], [-2.6089, -2.5928, 1.0073], [-2.7642, -1.3015, 0.6585], [-5.0252, 0.9967, -0.0572], [-3.3309, 0.9063, -0.6118], [-3.6857, 1.3173, 1.0656], [-6.0889, -1.0344, 0.8123], [-5.8762, -3.4010, 1.4662], [-2.0507, -6.2894, 2.0432], [-2.9230, 2.1262, 7.0470], [-2.4930, 1.8421, 6.0201], [-1.9472, 1.4860, 4.7215], [-1.5668, 0.1710, 4.4469], [-1.0578, -0.1574, 3.1970], [-0.9067, 0.8011, 2.1885], [-1.2836, 2.1102, 2.4935], [-1.8023, 2.4563, 3.7340], [-1.6775, -0.5856, 5.2141], [-0.7719, -1.1859, 3.0001], [-1.1674, 2.8883, 1.7495], [-2.1016, 3.4761, 3.9456]], "mulliken_charge": [0.9506, -0.6882, 0.2139, -0.6142, -0.2454, -0.6999, -0.3391, 0.2996, 0.5808, -0.9295, -0.7393, 0.1264, -0.7389, 0.7125, -0.8915, -0.1553, -0.8935, -0.0588, -0.1507, 0.4133, 0.3664, 0.3358, 0.3447, 0.4234, 0.2631, 0.2697, 0.3766, 0.3385, 0.3551, -1.1919, 0.4052, -0.8020, -0.9550, 0.8878, 0.0279, -0.3172, -0.3886, -0.2118, -0.2379, 0.2090, -0.6966, -0.2848, 0.6847, 0.4583, 0.1377, 0.1223, 0.4269, 0.2956, 0.3827, -0.6050, -0.0763, 0.5732, -0.6242, 0.2081, -0.5110, -0.3587, -0.5295, 0.4324, 0.4895, 0.4162, 0.4071], "spin_multiplicity": 2, "total_charge": -2, "e_lumo_ev": [3.933, 3.933], "homo_ha": [-0.002, -0.080], "e_above_lowest_kcal_mol": 1.9}

# 2
{"formula": "C6H8N2", "method": "ωB97M-V/def2-TZVPD", "species": ["C", "C", "C", "C", "C", "C", "H", "H", "H", "H", "H", "H", "H", "H", "N", "N"], "coordinates": [[-0.2334, -1.4321, 1.0330], [-0.5018, -1.2875, -0.5303], [0.6301, -0.4359, -0.9053], [1.6577, 0.2027, -0.2410], [2.4038, 1.0088, 0.2226], [-1.4484, 1.8297, 0.0376], [-1.0377, -2.2137, 1.7096], [-0.5365, -0.2425, 1.3773], [1.3063, -1.5448, 1.0857], [-0.4850, -2.1968, -1.2492], [0.9320, -0.7732, -1.9231], [3.0445, 2.0915, 0.1896], [-0.5223, 2.2531, -0.4059], [-2.4195, 2.3856, 0.4680], [-1.0603, -0.1890, -0.9796], [-1.7295, 0.5440, 0.1112]], "mulliken_charge": [-0.7533, 0.3227, -0.3941, -0.9196, 0.4636, -0.1965, 0.2664, 0.2545, 0.2182, 0.3327, 0.2632, 0.2952, 0.2536, 0.2549, -0.2197, -0.4417], "e_lumo_ev": 0.202, "homo_ha": -0.318, "e_above_lowest_kcal_mol": 247.9}

# 3
{"formula": "C3H3BrCl2O", "method": "ωB97M-V/def2-TZVPD", "species": ["C", "C", "Cl", "Br", "H", "H", "O", "C", "Cl", "H"], "coordinates": [[-0.8989, 0.3338, -1.5105], [-0.8405, -0.9183, -1.0779], [-1.9534, -1.5872, 0.0282], [0.4615, -2.1341, -1.6706], [-1.7807, 0.8413, -1.1133], [-0.1507, 0.5435, -2.2671], [0.6473, -0.1205, 1.1416], [1.2300, 0.5944, 1.8972], [1.8613, 2.1556, 1.5251], [1.4241, 0.2916, 3.0473]], "mulliken_charge": [-0.5901, 0.3206, -0.1651, -0.1188, 0.2581, 0.2663, -0.2623, 0.1346, -0.1155, 0.2722], "smiles": "C=C(Cl)Br.O=CCl", "e_lumo_ev": 0.645, "homo_ha": -0.343, "e_above_lowest_kcal_mol": 27.6}

# 4
{"formula": "C3H8N2O", "method": "ωB97M-V/def2-TZVPD", "species": ["C", "N", "C", "O", "C", "N", "H", "H", "H", "H", "H", "H", "H", "H"], "coordinates": [[-2.0731, -0.1484, -0.7559], [-0.8304, -0.1682, -0.0704], [0.2048, 0.6051, -0.4786], [0.2144, 1.2564, -1.5060], [1.5366, 0.3411, 0.2205], [1.3965, -0.3785, 1.4912], [-2.0463, -0.6231, -1.7422], [-2.9476, -0.5885, -0.2765], [-2.4298, 0.8577, -1.0096], [-0.6927, -0.5203, 0.8251], [2.0389, 1.2841, 0.4433], [2.2653, -0.1014, -0.4675], [2.2902, -0.4855, 1.9513], [1.0733, -1.3306, 1.3754]], "mulliken_charge": [-0.8690, -0.1176, 0.2998, -0.6310, -0.1358, -0.6925, 0.2638, 0.3529, 0.2917, 0.2504, 0.2887, 0.2532, 0.2403, 0.2051], "smiles": "CNC(=O)CN", "e_lumo_ev": 0.879, "homo_ha": -0.351, "e_above_lowest_kcal_mol": 21.2}

# 5
{"formula": "C39H51CdNO3PSSe2", "method": "ωB97M-V/def2-TZVPD", "species": ["Cd", "O", "C", "C", "C", "O", "C", "Se", "C", "Se", "H", "H", "H", "H", "H", "H", "H", "H", "H", "H", "C", "C", "C", "P", "C", "C", "C", "C", "C", "C", "C", "C", "C", "C", "N", "C", "C", "C", "C", "C", "C", "C", "C", "C", "H", "H", "H", "H", "H", "H", "H", "H", "H", "H", "H", "H", "H", "H", "H", "H", "H", "H", "H", "H", "H", "H", "H", "H", "H", "H", "H", "H", "H", "H", "H", "O", "S", "C", "C", "C", "C", "C", "C", "C", "C", "C", "C", "C", "C", "H", "H", "H", "H", "H", "H", "H", "H", "H", "H"], "coordinates": [[0.2360, -0.2910, 0.1540], [2.3180, 2.7236, 3.8617], [2.9732, 2.0887, 2.7679], [3.0961, 0.5698, 2.9537], [4.0702, 0.3036, 4.1211], [5.3861, 0.8266, 3.9583], [1.7680, -0.0609, 3.3947], [0.1035, 0.6571, 2.6073], [3.6525, -0.1232, 1.6981], [2.9123, 0.3262, -0.0809], [1.3869, 2.4589, 3.8005], [3.9734, 2.5218, 2.7069], [2.4586, 2.2908, 1.8281], [4.1187, -0.7784, 4.3063], [3.6669, 0.7853, 5.0129], [5.6586, 0.6874, 3.0480], [1.6301, 0.0830, 4.4659], [1.7793, -1.1339, 3.2101], [3.5443, -1.1996, 1.8161], [4.7194, 0.0798, 1.5769], [1.8113, -2.0229, -2.8645], [1.0096, -0.9874, -3.6648], [0.4474, -1.6394, -4.9266], [-0.2404, -0.2465, -2.4960], [-0.7790, 1.3795, -3.2669], [-2.1505, 1.7352, -2.6702], [-0.7989, 1.5421, -4.7820], [-1.6702, -1.3472, -2.5330], [-2.4822, -1.5013, -3.6608], [-3.6148, -2.2930, -3.6779], [-4.4478, -2.4708, -4.9241], [-3.9421, -2.9503, -2.4867], [-3.1782, -2.8215, -1.3514], [-2.0019, -2.0173, -1.3142], [-1.2364, -1.9127, -0.2051], [-1.6735, -2.5140, 1.0004], [-2.6627, -1.9306, 1.8033], [-3.3236, -0.6424, 1.3968], [-2.9969, -2.5363, 3.0098], [-2.3876, -3.7059, 3.4429], [-2.7864, -4.3518, 4.7469], [-1.4155, -4.2759, 2.6304], [-1.0538, -3.6983, 1.4196], [-0.0008, -4.3216, 0.5424], [2.5571, -2.5052, -3.5038], [1.1428, -2.8009, -2.4795], [2.3283, -1.5644, -2.0217], [1.6748, -0.1632, -3.9431], [-0.2418, -2.4422, -4.6614], [1.2675, -2.0766, -5.5043], [-0.0794, -0.9330, -5.5711], [-0.0323, 2.0780, -2.8723], [-2.9044, 1.1158, -3.1596], [-2.3979, 2.7840, -2.8712], [-2.0256, 2.1922, -0.7280], [-1.5577, 0.9143, -5.2521], [0.1709, 1.3024, -5.2195], [-1.0294, 2.5820, -5.0337], [-2.2145, -0.9798, -4.5735], [-4.2846, -1.6528, -5.6283], [-5.5127, -2.5028, -4.6833], [-4.2014, -3.4048, -5.4390], [-4.8292, -3.5768, -2.4587], [-3.4719, -3.3395, -0.4468], [-3.4770, -0.5776, 0.3203], [-2.6923, 0.2035, 1.6865], [-4.2866, -0.5313, 1.8994], [-3.7505, -2.0680, 3.6382], [-3.1576, -3.6063, 5.4515], [-1.9411, -4.8678, 5.2044], [-3.5801, -5.0883, 4.5920], [-0.9274, -5.1952, 2.9441], [0.3818, -5.2412, 0.9875], [0.8330, -3.6332, 0.3884], [-0.4099, -4.5509, -0.4442], [-2.2600, 1.4393, -1.2853], [-1.3093, 3.4223, 1.2695], [-2.4036, 4.7560, 0.8250], [-3.5166, 4.9659, 1.6345], [-4.4551, 5.9301, 1.2921], [-4.2803, 6.6963, 0.1482], [-3.1668, 6.4910, -0.6559], [-2.2315, 5.5216, -0.3242], [0.2953, 4.1418, 0.9665], [0.8260, 5.0404, 1.8853], [2.1110, 5.5266, 1.7040], [2.8679, 5.1088, 0.6168], [2.3438, 4.1973, -0.2872], [1.0557, 3.7108, -0.1122], [-3.6320, 4.3700, 2.5324], [-5.3182, 6.0880, 1.9267], [-5.0051, 7.4578, -0.1128], [-3.0340, 7.0838, -1.5530], [-1.3599, 5.3639, -0.9506], [0.2411, 5.3315, 2.7486], [2.5321, 6.2065, 2.4341], [3.8796, 5.4751, 0.4888], [2.9452, 3.8310, -1.1098], [0.6611, 2.9637, -0.7903]], "mulliken_charge": [1.2639, -0.6748, -0.4615, 2.3984, -1.2798, -0.5359, -1.8852, -0.6724, -1.4364, -0.7381, 0.3565, 0.7223, -0.2520, 0.3898, 0.4314, 0.3400, 0.4223, 0.5459, 0.4050, 0.3190, -1.1151, 0.4267, -1.6104, 0.7806, 1.3482, -1.4931, -1.7774, -0.5382, 0.1632, 0.4808, -1.7644, -1.0516, -0.2148, -0.6122, 0.6111, -1.6907, 2.6136, -1.3886, -1.1911, 0.8399, -1.5779, -1.1715, 1.6263, -1.2954, 0.5022, 0.1905, 0.0438, 0.5609, 0.2715, 0.5318, 0.2579, 0.1857, 0.2508, 0.4885, -0.0289, 0.2481, 0.3712, 0.5094, 0.0722, 0.3611, 0.3907, 0.3001, 0.3777, 0.4045, 0.1777, 0.0155, 0.4068, 0.3274, 0.3752, 0.3802, 0.2680, 0.3474, 0.4398, 0.1553, 0.1972, -0.0867, -0.1032, 0.2829, -0.2547, -0.5917, -0.4050, -0.6407, -0.4829, 0.1921, -0.5179, -0.5425, -0.5551, -0.3517, -0.0878, 0.4279, 0.3731, 0.3695, 0.3686, 0.3561, 0.4363, 0.3545, 0.3692, 0.3830, 0.2701], "total_charge": -1, "e_lumo_ev": 2.332, "homo_ha": -0.150}

# 6
{"formula": "C26H42BrN4NiO6PS2", "method": "ωB97M-V/def2-TZVPD", "species": ["Ni", "C", "N", "C", "C", "C", "N", "C", "C", "H", "H", "H", "H", "H", "H", "H", "H", "H", "H", "H", "H", "H", "H", "H", "H", "Br", "C", "C", "C", "C", "C", "C", "C", "O", "O", "H", "H", "H", "H", "S", "C", "N", "C", "C", "N", "H", "H", "H", "H", "H", "H", "C", "P", "C", "C", "O", "H", "H", "H", "H", "H", "H", "H", "H", "H", "C", "C", "C", "C", "C", "C", "C", "S", "O", "O", "O", "H", "H", "H", "H", "H", "H", "H"], "coordinates": [[0.5912, 0.9040, 1.1041], [-0.4457, 1.9784, 3.8731], [0.7000, 1.2117, 3.2621], [0.7938, -0.1031, 3.9696], [1.9452, 2.0002, 3.5211], [3.0475, 1.5621, 2.5936], [2.7046, 1.7729, 1.1280], [3.8296, 1.2077, 0.3450], [2.6826, 3.2048, 0.8677], [-0.0872, 2.3917, 4.8063], [-1.3461, 1.3628, 4.0544], [-0.6863, 2.8866, 3.2159], [1.0899, 0.0838, 4.9897], [1.5104, -0.8104, 3.5210], [-0.1648, -0.5892, 4.0076], [2.2104, 1.8968, 4.5921], [1.6322, 3.0130, 3.3689], [3.2491, 0.4769, 2.7435], [3.9772, 2.1324, 2.8358], [4.7308, 1.8546, 0.4121], [3.5968, 1.1621, -0.7477], [4.0777, 0.2202, 0.7187], [3.6487, 3.6413, 1.1504], [1.8327, 3.7197, 1.2851], [2.6863, 3.3141, -0.2229], [-4.5015, 6.2122, -2.5027], [-3.4823, 4.6812, -2.1049], [-3.6725, 3.5171, -2.8235], [-2.8294, 2.4572, -2.6323], [-1.8413, 2.4632, -1.6755], [-1.6468, 3.6427, -0.9055], [-2.4714, 4.7430, -1.1158], [-0.5764, 3.8009, 0.1285], [-0.1323, 4.9053, 0.3583], [-0.1548, 2.7279, 0.7117], [-4.4614, 3.5079, -3.5985], [-2.8862, 1.5674, -3.2396], [-1.2082, 1.5902, -1.5088], [-2.3270, 5.6400, -0.5054], [1.3856, 1.7552, -2.6086], [0.9538, 1.0777, -4.0661], [0.4179, 1.6687, -5.1716], [-0.0428, 0.7205, -6.1740], [0.5664, -0.6019, -5.6707], [0.9810, -0.2557, -4.3360], [0.2418, 2.6471, -5.2178], [0.2591, 1.0250, -7.1987], [-1.1515, 0.6666, -6.1716], [1.4351, -0.8576, -6.3022], [-0.1754, -1.4335, -5.7071], [1.3470, -0.8869, -3.6007], [-1.8912, -1.4658, -0.8716], [-2.2856, -0.6868, 0.7399], [-3.8471, 0.1863, 0.4042], [-2.4498, -2.0556, 1.8765], [-1.3531, 0.3493, 1.1953], [-2.4937, -2.3861, -0.9910], [-0.8219, -1.7014, -0.8089], [-2.0894, -0.7467, -1.6473], [-4.7638, -0.4049, 0.2729], [-3.7022, 0.8106, -0.4694], [-3.9107, 0.9063, 1.2547], [-3.1722, -2.7588, 1.4611], [-2.8566, -1.6559, 2.8385], [-1.4238, -2.5002, 2.0300], [-0.5377, -7.2447, 1.0800], [0.2502, -5.9672, 0.9644], [0.5826, -5.2404, 2.0902], [1.1989, -3.9846, 2.0223], [1.5071, -3.5017, 0.7610], [1.2070, -4.2214, -0.4114], [0.5251, -5.4074, -0.2918], [2.2086, -1.8762, 0.4999], [3.0209, -1.5835, 1.7006], [2.9245, -1.9337, -0.7913], [1.0305, -0.9087, 0.4222], [-1.6200, -6.9864, 0.8873], [-0.4591, -7.6880, 2.0880], [-0.1652, -7.9831, 0.3725], [0.4215, -5.6749, 3.0911], [1.3839, -3.4245, 2.9500], [1.5319, -3.7582, -1.3242], [0.2168, -5.9827, -1.1518]], "mulliken_charge": [1.9231, -1.0043, 0.6670, -1.1232, -1.1471, -0.9585, 1.0818, -1.1282, -1.5082, 0.4897, 0.1754, 0.1260, 0.4363, 0.2356, 0.2420, 0.4752, 0.5842, 0.3035, 0.4411, 0.3422, 0.1282, 0.4600, 0.3704, 0.3347, 0.3813, -0.1991, -0.0788, -0.3529, -0.9765, 0.3648, 0.2786, -0.5984, -0.4596, -0.6986, -0.0155, 0.3650, 0.4607, 0.4701, 0.5149, -0.2724, -0.0479, -0.1129, -0.4580, -0.4995, -0.0340, 0.2099, 0.3017, 0.2410, 0.2883, 0.2789, 0.1149, -0.6222, 0.9505, -1.0927, -0.8936, -0.5685, 0.4530, -0.0485, 0.1451, 0.4100, 0.1684, 0.2979, 0.4684, 0.3178, 0.0704, -1.4230, 0.8734, -0.6561, -0.3801, -0.2347, -0.7036, -0.7234, 1.5647, -0.8272, -0.7508, -0.8475, 0.2619, 0.3396, 0.3925, 0.2714, 0.4117, 0.5651, 0.3969], "spin_multiplicity": 3, "e_lumo_ev": [0.232, 0.232], "homo_ha": [-0.293, -0.293], "e_above_lowest_kcal_mol": 0.0}

Computed values of max |F| (unit: eV/Å) for the preceding records, in sequence: 0.89; 8.77; 3.07; 2.30; 0.79; 2.89.
Computed values of electronic energy (unit: Ha) for the preceding records, in sequence: -6956.231819; -342.538844; -3685.698526; -303.858407; -7507.457615; -6906.563973.